Entry 1:
Below is a molecular structure, C24H36F5N4O5RhS3Si in a non-equilibrium geometry, with properties calculated with ωB97M-V/def2-TZVPD.

Last column: Mulliken charge in e.
Geometry (Å):
Rh  -1.1988  -0.0262  0.6392  0.1941
F  -6.2305  -5.2580  -0.4046  -0.2926
C  -5.1958  -4.5317  0.0059  0.7610
C  -4.2372  -4.1059  -0.8971  -0.3455
F  -4.3502  -4.4316  -2.1840  -0.2912
C  -3.1530  -3.3584  -0.4647  -0.1661
F  -2.2436  -3.0123  -1.3818  -0.0626
C  -2.9938  -2.9968  0.8682  0.6620
S  -1.6449  -2.1090  1.5586  -0.2751
C  -3.9834  -3.4390  1.7533  0.2258
F  -3.9178  -3.1273  3.0518  -0.3073
C  -5.0631  -4.1986  1.3444  0.0507
F  -5.9807  -4.5999  2.2249  -0.2899
C  0.9880  1.8368  -2.8639  -0.9970
C  1.7209  2.4698  -1.6862  1.8210
C  0.7263  3.1051  -0.7153  -1.1546
C  2.7119  3.5187  -2.1780  -2.0038
O  2.5014  1.4932  -1.0017  -0.3524
Si  2.1241  -0.0340  -0.5247  -2.0193
O  0.7786  -0.0176  0.3612  3.3508
O  3.4507  -0.5712  0.2745  -0.5236
C  4.1022  -0.2432  1.4889  1.9328
C  3.4195  -1.0176  2.6165  -1.2260
C  4.0960  1.2647  1.7237  -1.4412
C  5.5472  -0.7128  1.3360  -1.9066
O  2.0954  -0.9514  -1.8690  -0.4246
C  1.8016  -2.3392  -2.0783  2.0638
C  2.2490  -3.1731  -0.8817  -1.5853
C  0.2970  -2.4909  -2.2970  -1.0206
C  2.5778  -2.7434  -3.3271  -1.9942
H  0.4302  2.5913  -3.4204  0.5925
H  0.2914  1.0715  -2.5152  -0.5320
H  1.6992  1.3510  -3.5305  0.3111
H  0.1535  3.8889  -1.2139  0.4904
H  1.2583  3.5436  0.1312  0.3199
H  0.0326  2.3545  -0.3350  -0.1040
H  2.1934  4.3331  -2.6857  0.3975
H  3.4196  3.0661  -2.8718  0.4220
H  3.2707  3.9284  -1.3361  0.3767
H  2.3383  -0.8537  2.5901  -0.0458
H  3.8087  -0.7287  3.5941  0.4179
H  3.5877  -2.0857  2.4783  0.3529
H  3.0906  1.6742  1.7095  0.1770
H  4.6376  1.7629  0.9205  0.3582
H  4.5690  1.5069  2.6769  0.4929
H  5.5664  -1.7731  1.0857  0.3406
H  6.1023  -0.5612  2.2627  0.4219
H  6.0404  -0.1614  0.5358  0.4154
H  1.6502  -2.9323  -0.0002  0.1571
H  3.2945  -2.9772  -0.6508  0.2754
H  2.1234  -4.2345  -1.1010  0.5823
H  -0.2505  -2.0757  -1.4465  -0.3331
H  0.0253  -3.5431  -2.4043  0.5106
H  -0.0147  -1.9580  -3.1964  0.3800
H  3.6496  -2.6450  -3.1560  0.4320
H  2.3001  -2.0969  -4.1593  0.3537
H  2.3582  -3.7769  -3.5979  0.3895
C  -4.5781  3.6833  -1.2056  -0.8198
N  -4.0762  3.4667  0.1493  0.0292
C  -4.3057  4.4966  1.1527  -0.9745
C  -3.3533  2.4253  0.4463  0.4504
N  -2.7204  1.5149  0.7817  -0.4229
H  -5.6512  3.8745  -1.1566  0.3100
H  -4.3828  2.8021  -1.8096  0.2928
H  -4.0769  4.5448  -1.6500  0.3054
H  -5.3776  4.6727  1.2533  0.3299
H  -3.8159  5.4261  0.8564  0.3156
H  -3.9059  4.1710  2.1102  0.3383
S  0.4930  1.1365  4.7663  -0.1210
C  -1.1216  0.5791  4.9134  -0.4596
C  -1.6316  0.3063  3.6909  -0.6669
N  -0.7577  0.5385  2.6555  0.5869
C  0.3897  0.9741  3.0815  -0.8108
H  -1.6012  0.4744  5.8702  0.4720
H  -2.6223  -0.0576  3.4760  0.4661
H  1.1959  1.2097  2.4117  0.4523
O  -2.9434  1.1806  -2.8574  -0.5085
S  -2.0034  0.0852  -2.5821  0.1260
N  -1.7743  -0.3730  -1.2099  -0.0255

Forces on the atoms, in the same order (eV/Å):
Rh -0.2314 0.9910 0.9345
F 0.0037 0.0001 -0.0011
C 0.0983 0.0730 0.0413
C 0.0296 0.0326 -0.0046
F -0.0232 -0.0164 -0.0046
C 0.3188 0.0031 -0.3424
F -0.6128 -0.3693 0.4447
C -0.3342 0.3238 0.1732
S 0.5308 0.2915 -0.3647
C -0.0599 0.0455 -0.0782
F 0.0013 0.0148 -0.0340
C 0.0577 -0.0045 -0.0779
F -0.0146 -0.0083 -0.0024
C 0.0340 -0.0062 0.0573
C 0.0022 0.0096 -0.0477
C 0.0502 -0.0031 -0.0080
C -0.0549 -0.0236 0.0083
O -0.0315 0.0129 0.1177
Si 0.1957 -0.2025 -0.3224
O -0.2737 -0.4656 0.2010
O -0.0598 0.0652 0.0133
C 0.0616 -0.0478 0.0185
C -0.1141 0.0797 -0.0482
C 0.0934 -0.0563 -0.0124
C -0.0653 -0.0138 0.0333
O -0.2167 -0.0132 -0.1275
C -0.1097 -0.0675 -0.0927
C -0.0429 0.0163 -0.0237
C 0.3638 0.0184 0.2593
C -0.0358 0.0294 0.0868
H -0.0298 0.0123 -0.0041
H 0.1614 0.1019 -0.0055
H 0.0230 -0.0052 -0.0277
H -0.0137 0.0153 -0.0062
H 0.0096 0.0071 0.0189
H -0.0304 0.0028 -0.0131
H -0.0099 0.0201 -0.0207
H 0.0114 -0.0200 -0.0109
H 0.0027 0.0074 0.0262
H 0.1022 0.0292 0.0225
H 0.0137 0.0135 0.0331
H -0.0075 -0.0299 -0.0069
H -0.2156 0.0347 0.0649
H 0.0270 0.0141 -0.0107
H 0.0020 0.0043 0.0124
H -0.0063 -0.0303 0.0049
H 0.0255 0.0094 0.0288
H -0.0092 0.0122 -0.0185
H -0.0194 0.0099 0.0275
H 0.0411 -0.0169 -0.0107
H -0.0248 -0.0158 0.0024
H 0.3158 -0.1563 -0.2694
H 0.0585 -0.0050 -0.0335
H 0.0145 0.0245 -0.0242
H 0.0376 0.0094 0.0116
H -0.0141 0.0153 -0.0225
H -0.0111 -0.0260 -0.0020
C -0.0022 0.0095 -0.0239
N -0.0323 0.0094 -0.0188
C 0.0064 0.0616 0.0320
C 0.1781 -0.3085 0.2747
N -0.5063 -0.4640 -0.2639
H 0.0236 -0.0191 -0.0180
H 0.0607 -0.0423 -0.0647
H -0.0131 -0.0168 -0.0234
H 0.0180 0.0049 0.0096
H -0.0072 0.0007 0.0136
H -0.0128 0.0142 -0.0179
S -0.0836 0.0017 -0.0584
C -0.0012 0.0257 -0.0090
C -0.0619 0.1538 0.1213
N 0.0162 -0.5298 -0.3192
C 0.1654 0.2078 0.0251
H -0.0223 -0.0061 0.0236
H 0.0081 -0.0724 -0.0079
H 0.1244 -0.0679 -0.1127
O 0.1350 0.1882 -0.0081
S -0.9092 -0.2027 0.3930
N 0.9012 0.3052 -0.5100

Its relative energy (zero: lowest compared OMol25 entry of this formula, charge and spin) is 164.32 kJ/mol. The calculation puts the highest occupied orbital energy (spin up / spin down) at -8.35 / -8.23 eV. As for the total charge: 0. Its LUMO energy (spin up / spin down) is -1.58 / -1.57 eV. As for the HOMO-LUMO gap (spin up / spin down): 6.7760 / 6.6585 eV. Its spin multiplicity is 1.

---

Entry 2:
Below is a gas-phase ion, C5H4OPS (charge -1) in a non-equilibrium geometry, with properties calculated with ωB97M-V/def2-TZVPD.

Last column: natural (NBO) charge in e.
Geometry (Å):
O  -0.5930  -3.6131  -0.3406  -0.6505
C  0.0498  -2.8189  0.3557  0.2653
C  0.0352  -1.4612  0.1723  -0.1584
C  -0.6062  -0.2818  0.2748  -0.3261
C  -0.0731  0.9588  -0.3856  -0.2034
C  1.1902  1.0330  -0.9789  -0.5858
P  2.1327  -0.5342  -1.1326  0.6373
S  3.2660  -0.3508  0.4249  -0.6511
H  0.5785  -3.2082  1.1981  0.1116
H  -1.4943  -0.1155  0.7402  0.1718
H  -0.5360  1.8523  -0.2228  0.1711
H  1.4553  2.0692  -1.3090  0.2183

Forces on the atoms, in the same order (eV/Å):
O 0.1120 -0.5757 -0.4369
C -1.7268 -0.4762 -0.1856
C 0.7004 3.4479 -1.2484
C 3.4176 -0.6127 -2.3115
C 3.8863 -2.7271 -0.6053
C -3.1818 0.1473 0.6333
P -1.5612 -0.0038 0.3599
S 1.2968 -0.0567 0.7650
H 1.0678 -0.2955 0.8717
H -2.6464 0.0605 1.6770
H -1.6731 2.3127 0.3702
H 0.3085 -1.2207 0.1105

The calculation puts the highest occupied orbital energy at -3.36 eV. As for the total charge: -1. Its LUMO energy is 3.54 eV. Its SMILES is [O-]C=C=C/C=C\P=S. As for the HOMO-LUMO gap: 6.8985 eV. Its spin multiplicity is 1.

---

| no. | molar mass (g/mol) |
| --- | --- |
| 1 | 782.8 |
| 2 | 143.1 |